Record 1
Entry from OMol25: a molecular structure, C6H7FeO6 at a distorted geometry (ωB97M-V with the def2-TZVPD basis set).

Relative energy (zero: lowest compared OMol25 entry of this formula, charge and spin) (kJ/mol): 3.9
<S²>: 12.02
LUMO level (spin up / spin down) (eV): -5.6 / -8.4
Total charge: +1
Highest occupied orbital energy (spin up / spin down) (eV): -11.753 / -14.513
E_tot (eV): -52995.6616
2S+1: 7
Gap between HOMO and LUMO (spin up / spin down) (eV): 6.13 / 6.08

```
20
C6H7FeO6 | OMol25 | ωB97M-V with the def2-TZVPD basis set
O 0.430 0.291 1.539
O 2.004 0.683 -0.092
C 2.644 -0.574 -0.229
C 1.581 -1.405 -0.935
O 0.366 -0.881 -0.404
C 0.667 0.466 0.249
H 3.557 -0.441 -0.818
H 2.901 -0.990 0.758
H 1.652 -2.477 -0.718
H 1.601 -1.244 -2.022
Fe -0.739 -1.203 1.259
O -2.726 -1.298 1.525
O -2.221 0.637 0.718
C -1.678 1.311 -0.311
C -0.215 1.519 -0.444
O -4.324 0.322 1.367
C -3.229 -0.170 1.224
H -2.395 1.411 -1.125
H 0.067 1.544 -1.509
H 0.058 2.501 -0.033
```

Record 2
Entry from OMol25: a molecular structure, C33H34Cl5F3I2MnN4SSe (ωB97M-V with the def2-TZVPD basis set).

Relative energy (zero: lowest compared OMol25 entry of this formula, charge and spin) (kJ/mol): 8.4
<S²>: 8.91
LUMO level (spin up / spin down) (eV): -1.3 / -0.1
Highest occupied orbital energy (spin up / spin down) (eV): -7.397 / -7.401
E_tot (eV): -235201.4280
2S+1: 6
Gap between HOMO and LUMO (spin up / spin down) (eV): 6.06 / 7.30

```
84
C33H34Cl5F3I2MnN4SSe | OMol25 | ωB97M-V with the def2-TZVPD basis set
Mn -1.148 0.415 -1.826
Cl -1.772 1.058 0.638
C -3.315 0.660 -0.097
C -3.178 0.230 -1.398
C -4.346 -0.065 -2.080
Cl -4.244 -0.580 -3.734
C -5.588 0.035 -1.458
Cl -7.026 -0.368 -2.316
C -5.670 0.441 -0.123
Cl -7.197 0.533 0.662
C -4.511 0.771 0.583
Cl -4.563 1.274 2.221
I -3.665 -2.817 1.541
C -4.514 -3.182 -0.265
I -0.966 -2.157 -1.832
H -5.531 -2.873 -0.426
H -3.878 -3.533 -1.059
F 7.455 0.521 -6.055
C 6.563 1.506 -6.244
F 6.346 1.588 -7.573
F 7.166 2.657 -5.889
C 5.287 1.286 -5.485
C 4.346 2.312 -5.465
C 3.158 2.137 -4.786
C 2.894 0.930 -4.125
C 3.845 -0.090 -4.156
C 5.039 0.089 -4.833
C 1.664 0.760 -3.424
C 0.609 0.628 -2.828
H 4.553 3.246 -5.970
H 2.426 2.932 -4.748
H 3.642 -1.018 -3.641
H 5.775 -0.701 -4.849
C -3.745 2.660 -5.939
N -3.296 2.768 -4.569
C -2.159 2.266 -4.088
N -1.396 1.492 -4.840
S -1.741 2.671 -2.470
H -4.788 2.962 -5.984
H -3.707 1.622 -6.275
H -3.157 3.288 -6.613
H -3.783 3.383 -3.938
H -1.701 1.166 -5.742
H -0.500 1.175 -4.467
C 3.044 -2.377 3.739
C 2.936 -3.320 2.547
C 1.529 -3.862 2.298
C 0.563 -2.897 1.624
N 0.138 -1.798 2.479
C 0.469 -0.490 2.332
Se 1.555 0.206 1.031
N -0.177 0.211 3.301
C -0.092 1.644 3.535
C 0.664 1.976 4.817
C 2.157 1.667 4.752
C 2.926 2.597 3.825
C -0.956 -0.650 4.050
C -1.848 -0.426 5.086
C -2.514 -1.529 5.593
C -2.301 -2.809 5.083
C -1.415 -3.037 4.041
C -0.747 -1.932 3.530
H 4.086 -2.149 3.961
H 2.603 -2.823 4.633
H 2.544 -1.429 3.549
H 3.603 -4.170 2.707
H 3.291 -2.814 1.645
H 1.105 -4.220 3.242
H 1.588 -4.738 1.646
H -0.345 -3.411 1.298
H 1.012 -2.439 0.742
H -1.116 2.027 3.563
H 0.398 2.068 2.658
H 0.207 1.435 5.650
H 0.517 3.040 5.026
H 2.297 0.629 4.434
H 2.569 1.730 5.762
H 2.630 2.461 2.786
H 3.997 2.405 3.881
H 2.763 3.642 4.100
H -2.029 0.564 5.479
H -3.220 -1.393 6.400
H -2.845 -3.644 5.503
H -1.269 -4.026 3.632
```

Record 3
Entry from OMol25: a molecular structure, C7H14O2 at a distorted geometry (ωB97M-V with the def2-TZVPD basis set).

Relative energy (zero: lowest compared OMol25 entry of this formula, charge and spin) (kJ/mol): 312.4
LUMO level (eV): 0.9
Highest occupied orbital energy (eV): -7.988
E_tot (eV): -11578.0710
Gap between HOMO and LUMO (eV): 8.92

```
23
C7H14O2 | OMol25 | ωB97M-V with the def2-TZVPD basis set
C -1.191 -0.465 -0.688
C 1.762 0.346 0.274
C -0.283 -0.274 -1.721
C -2.128 0.606 -0.229
C -1.444 -1.850 -0.179
C 2.226 1.751 -0.002
C 0.697 -0.431 2.121
O 0.546 0.316 0.997
O 1.019 -1.583 2.187
H 2.532 -0.379 0.532
H 0.219 0.125 2.942
H -0.699 -2.561 -0.546
H -0.070 -1.114 -2.372
H 1.121 -0.051 -0.912
H -0.349 0.661 -2.266
H -3.164 0.262 -0.270
H -2.025 1.523 -0.811
H -1.936 0.858 0.818
H -2.431 -2.194 -0.522
H -1.431 -1.883 0.903
H 3.188 1.731 -0.509
H 1.517 2.263 -0.654
H 2.324 2.344 0.908
```